Record 1
{"formula": "C34H33BiN3O4P2", "method": "ωB97M-V/def2-TZVPD", "e_above_lowest_kj_mol": 6.8, "homo_energy_ev": -10.4, "largest_force_ev_per_a": 0.83, "mol_weight_g_mol": 818.583, "total_charge": 1, "lumo_energy_ev": -2.800, "orbital_gap_ev": 7.63, "elements": ["Bi", "C", "N", "C", "P", "C", "C", "C", "C", "C", "C", "C", "C", "C", "C", "C", "C", "C", "C", "C", "C", "C", "C", "P", "C", "C", "C", "C", "C", "C", "C", "C", "C", "C", "C", "C", "H", "H", "H", "H", "H", "H", "H", "H", "H", "H", "H", "H", "H", "H", "H", "H", "H", "H", "H", "H", "H", "H", "H", "H", "H", "H", "H", "H", "H", "N", "N", "C", "O", "O", "H", "H", "H", "O", "C", "O", "H"], "coordinates": [[-0.35062, -0.65500, 0.06673], [-1.31879, 1.31730, 2.84188], [-0.07491, 1.79658, 3.42488], [1.15307, 1.59230, 2.68091], [1.40719, -0.15156, 2.10813], [3.18505, -0.23065, 1.79764], [3.76423, 0.59466, 0.83000], [5.13767, 0.56142, 0.63796], [5.93137, -0.28869, 1.39768], [5.35248, -1.11561, 2.35088], [3.98009, -1.09311, 2.55224], [1.04568, -1.21754, 3.51475], [1.05485, -0.76776, 4.83391], [0.74508, -1.64857, 5.86097], [0.42976, -2.97313, 5.58054], [0.42849, -3.42981, 4.26830], [0.73083, -2.55227, 3.23558], [-0.13297, 2.92781, 4.28379], [-1.04802, 2.94461, 5.33946], [-1.12881, 4.04501, 6.17797], [-0.28314, 5.13425, 5.99573], [0.64451, 5.10498, 4.96751], [0.71986, 4.01323, 4.10937], [-1.51709, 1.88023, 1.07265], [-1.62768, 3.67468, 1.28621], [-2.62847, 4.24334, 2.07212], [-2.63091, 5.61019, 2.29652], [-1.64098, 6.41248, 1.73423], [-0.65131, 5.85074, 0.94211], [-0.64374, 4.47814, 0.71692], [-3.21968, 1.34277, 0.68559], [-3.78912, 0.18963, 1.23150], [-5.02740, -0.26539, 0.78706], [-5.70390, 0.42100, -0.20847], [-5.14742, 1.57246, -0.75698], [-3.91339, 2.02924, -0.31775], [-2.16161, 1.69482, 3.41030], [-1.36473, 0.22105, 2.89022], [2.00467, 1.83599, 3.31468], [1.23960, 2.20073, 1.76983], [3.15743, 1.24723, 0.21298], [5.58349, 1.19833, -0.11658], [7.00345, -0.30990, 1.24324], [5.96995, -1.78103, 2.94156], [3.53684, -1.74616, 3.29295], [1.29958, 0.26163, 5.06640], [0.75503, -1.29907, 6.88665], [0.18616, -3.65387, 6.38915], [0.19720, -4.46625, 4.04922], [0.75141, -2.90890, 2.20882], [-1.68459, 2.08304, 5.51713], [-1.84363, 4.04076, 6.99250], [-0.34402, 5.99105, 6.65321], [1.31571, 5.94236, 4.81696], [1.43539, 4.02718, 3.29426], [-3.40385, 3.62197, 2.50732], [-3.40509, 6.05252, 2.91203], [-1.64759, 7.48149, 1.91396], [0.11492, 6.47636, 0.49869], [0.12916, 4.03272, 0.09778], [-3.28895, -0.35077, 2.02945], [-5.46490, -1.15277, 1.23015], [-6.66592, 0.06367, -0.55429], [-5.68061, 2.11979, -1.52514], [-3.48948, 2.93370, -0.74309], [-0.61770, -0.39576, -2.49403], [0.46383, 0.36149, -2.92048], [1.34413, 0.92314, -2.01197], [2.29777, 1.56503, -2.38599], [1.03688, 0.73337, -0.73578], [-0.59085, -1.34176, -2.85676], [-1.50069, 0.03708, -2.74389], [0.67335, 0.46225, -3.89887], [1.17570, -2.21831, -0.37782], [0.52233, -3.13481, -1.03220], [-0.64893, -3.00184, -1.38746], [1.12136, -3.99819, -1.35051]]}

Record 2
{"formula": "C26H27Cl5NOPbS2", "method": "ωB97M-V/def2-TZVPD", "e_above_lowest_kj_mol": 104.4, "homo_energy_ev": -10.4, "largest_force_ev_per_a": 0.82, "mol_weight_g_mol": 818.107, "total_charge": 1, "lumo_energy_ev": -5.047, "orbital_gap_ev": 5.37, "elements": ["Pb", "C", "C", "C", "C", "C", "C", "C", "H", "H", "H", "H", "H", "H", "H", "H", "C", "C", "S", "C", "C", "S", "H", "H", "H", "H", "H", "H", "Cl", "C", "C", "Cl", "C", "Cl", "C", "O", "C", "Cl", "C", "Cl", "C", "N", "C", "C", "C", "C", "C", "C", "C", "C", "H", "H", "H", "H", "H", "H", "H", "H", "H", "H", "H", "H", "H"], "coordinates": [[-0.12122, 0.29832, 0.98267], [1.49225, 0.83455, 5.10204], [0.14885, 1.10325, 4.46891], [-0.85464, 0.13682, 4.46862], [-2.10199, 0.39145, 3.90139], [-2.36439, 1.62718, 3.32367], [-1.37152, 2.60229, 3.31745], [-0.13079, 2.33974, 3.88325], [1.64508, -0.22950, 5.28115], [1.57680, 1.35022, 6.06090], [2.30647, 1.18966, 4.46794], [-0.66163, -0.82727, 4.92903], [-2.86944, -0.37403, 3.92505], [-3.33759, 1.83588, 2.89262], [-1.56820, 3.57221, 2.87306], [0.63724, 3.10762, 3.87640], [-1.52883, 4.27858, -2.14713], [-0.89013, 3.26175, -1.22769], [-1.78046, 2.10078, -0.54727], [0.56860, 3.39271, -0.94619], [1.25553, 4.69862, -1.29021], [1.46761, 2.20085, -0.32171], [-2.55962, 4.01508, -2.35994], [-0.97892, 4.36670, -3.08831], [-1.51520, 5.26737, -1.68113], [0.56842, 5.48824, -1.58018], [1.95846, 4.53749, -2.10995], [1.84179, 5.03671, -0.43625], [5.50087, -5.13228, 0.88697], [4.38334, -3.85281, 0.62562], [3.47334, -3.48806, 1.61327], [3.45829, -4.32373, 3.11350], [2.56637, -2.45768, 1.38642], [1.39881, -2.01694, 2.60282], [2.53302, -1.72958, 0.18559], [1.69121, -0.75540, -0.07597], [3.45422, -2.13899, -0.79657], [3.42957, -1.28153, -2.32249], [4.36119, -3.17238, -0.58932], [5.44971, -3.62243, -1.84018], [0.09633, 0.18840, -2.93170], [0.17707, -1.26668, -3.27085], [-0.64356, -1.60397, -4.46907], [-0.14000, -2.12606, -2.05047], [-1.48968, -1.87129, -1.45287], [-2.57152, -2.64761, -1.88128], [-3.81900, -2.53629, -1.28961], [-3.98551, -1.64807, -0.23525], [-2.91146, -0.87197, 0.18916], [-1.65147, -0.95694, -0.40694], [0.42785, 0.75730, -3.79658], [0.73860, 0.36060, -2.07009], [-0.94129, 0.41000, -2.69078], [1.15682, -1.47253, -3.47823], [-1.68670, -1.42699, -4.22333], [-0.48308, -2.65030, -4.71704], [-0.32909, -0.96327, -5.28750], [0.63935, -1.86742, -1.34514], [-0.02584, -3.15925, -2.37513], [-2.42455, -3.37916, -2.67342], [-4.64073, -3.15225, -1.63010], [-4.94637, -1.56476, 0.25822], [-3.07864, -0.18299, 1.02013]]}

Record 3
{"formula": "C39H53BaN5P2", "method": "ωB97M-V/def2-TZVPD", "e_above_lowest_kj_mol": 484.7, "homo_energy_ev": [-4.6, -4.6], "largest_force_ev_per_a": 2.49, "mol_weight_g_mol": 791.164, "lumo_energy_ev": [-0.944, -0.869], "orbital_gap_ev": [3.63, 3.70], "elements": ["Ba", "C", "C", "C", "C", "C", "C", "C", "C", "C", "H", "H", "H", "H", "H", "H", "H", "H", "H", "H", "H", "H", "H", "H", "H", "P", "P", "N", "N", "N", "N", "C", "C", "C", "C", "C", "C", "C", "C", "C", "C", "C", "C", "C", "C", "C", "C", "C", "C", "H", "H", "H", "H", "H", "H", "H", "H", "H", "H", "H", "H", "H", "H", "H", "H", "H", "H", "H", "H", "C", "C", "C", "C", "C", "C", "C", "C", "N", "C", "C", "C", "C", "H", "H", "H", "H", "H", "H", "H", "H", "H", "H", "H", "H", "H", "H", "H", "H", "H", "H"], "coordinates": [[0.07527, 2.21841, -2.03527], [-1.75848, 2.16512, -5.75294], [-1.84161, 0.86577, -5.49273], [-0.93508, -0.18987, -5.97591], [0.57559, 0.11214, -5.96654], [1.09902, 0.85955, -4.77432], [0.84318, 2.17612, -4.51964], [0.52868, 3.15189, -5.59310], [-0.65986, 2.83159, -6.50416], [2.23095, 1.45093, 2.61335], [-2.62194, 2.83603, -5.57130], [-2.83707, 0.48752, -5.15703], [-1.22044, -0.50771, -7.00493], [-1.11350, -1.09316, -5.39058], [1.09678, -0.84983, -6.01968], [0.83196, 0.58453, -6.92831], [1.99504, 0.41104, -4.34167], [1.40228, 2.71288, -3.71609], [1.43295, 3.30403, -6.22524], [0.35508, 4.13743, -5.14380], [-1.02648, 3.77666, -6.94936], [-0.31565, 2.23125, -7.37824], [1.50475, 2.04656, 3.12391], [3.14471, 1.91480, 2.27329], [2.22058, 0.38424, 2.86035], [1.79694, -0.42924, -0.45658], [-1.34654, -0.97557, -0.34192], [2.84064, 0.97028, -1.27166], [3.17604, -1.50327, -0.31797], [-2.05910, 0.53941, -1.16863], [-2.75354, -1.88073, -0.31242], [0.93356, -0.99765, -2.00653], [-0.48996, -1.62418, -1.82881], [3.02818, 2.24102, -0.66233], [3.89841, 2.96349, -1.45952], [4.29216, 2.14992, -2.56279], [3.62121, 0.93517, -2.41597], [4.15233, -1.30136, 0.69528], [4.81169, -2.50080, 0.92979], [4.24592, -3.49294, 0.05213], [3.24626, -2.86044, -0.68717], [-2.39900, 1.68320, -0.42822], [-2.88692, 2.62852, -1.29951], [-2.89429, 2.08019, -2.60408], [-2.42836, 0.78198, -2.48162], [-3.58017, -2.42945, -1.29770], [-4.70192, -2.98858, -0.68373], [-4.57448, -2.77300, 0.71389], [-3.40135, -2.07610, 0.92932], [1.58584, -1.70018, -2.56873], [0.85388, -0.17851, -2.74776], [-1.10059, -1.47901, -2.73895], [-0.42321, -2.70443, -1.66651], [2.72714, 2.36103, 0.36172], [4.22825, 3.98168, -1.25816], [4.98601, 2.43354, -3.34600], [3.74167, 0.02274, -2.98566], [4.27326, -0.31303, 1.09049], [5.60720, -2.62852, 1.63795], [4.55557, -4.52077, -0.00300], [2.62154, -3.24961, -1.46745], [-2.28925, 1.59774, 0.63200], [-3.24438, 3.60665, -1.00562], [-3.23528, 2.56919, -3.50938], [-2.45207, -0.01865, -3.21449], [-3.30711, -2.41870, -2.31504], [-5.53797, -3.49626, -1.17807], [-5.27448, -3.06984, 1.50142], [-2.93316, -1.70604, 1.81090], [-0.75918, -0.22651, 8.19210], [-0.95209, 0.22386, 6.76195], [-1.36741, 1.53543, 6.53597], [-1.58579, 2.01638, 5.22790], [-2.02658, 3.43284, 5.06755], [-1.40610, 1.15608, 4.17159], [-0.79637, -0.13816, 4.33676], [-0.73263, -0.61258, 5.70226], [-0.32297, -0.80678, 3.28571], [0.19939, -2.20018, 3.34642], [1.46119, -2.29956, 4.19318], [-0.90012, -3.13211, 3.83498], [0.54739, -2.56868, 1.91835], [0.02351, 0.35794, 8.68286], [-1.68011, -0.11824, 8.77589], [-0.46066, -1.27900, 8.22051], [-1.48305, 2.23010, 7.36043], [-3.03614, 3.58867, 5.44829], [-1.38483, 4.08263, 5.65793], [-1.98823, 3.77456, 4.03550], [-1.58021, 1.44738, 3.10962], [-0.41418, -1.64652, 5.95129], [1.27331, -2.12073, 5.25353], [1.88003, -3.30849, 4.08580], [2.21601, -1.56812, 3.86310], [-1.76479, -3.07028, 3.15254], [-0.51793, -4.15476, 3.86078], [-1.25897, -2.85942, 4.83381], [-0.34538, -2.53476, 1.27532], [1.28375, -1.87170, 1.49282], [0.96190, -3.57613, 1.87228]]}

Record 4
{"formula": "C5H8O2", "method": "ωB97M-V/def2-TZVPD", "e_above_lowest_kj_mol": 303.3, "homo_energy_ev": -9.3, "largest_force_ev_per_a": 0.89, "mol_weight_g_mol": 100.117, "lumo_energy_ev": 0.535, "smiles": "OC=C=CCCO", "orbital_gap_ev": 9.86, "elements": ["O", "C", "C", "C", "C", "C", "O", "H", "H", "H", "H", "H", "H", "H", "H"], "coordinates": [[-0.83574, 1.70681, 1.09854], [-0.42642, 0.65006, 1.92893], [0.57991, -0.04754, 1.47458], [1.27964, 0.01927, 0.36075], [0.86330, -0.61198, -0.93504], [-0.60245, -1.04797, -1.04802], [-1.47730, 0.01233, -1.36189], [-0.04168, 2.15929, 0.78395], [-1.04068, 0.56608, 2.81144], [2.18528, 0.62530, 0.36090], [1.05267, 0.11499, -1.73587], [1.53492, -1.46021, -1.09989], [-0.68118, -1.75574, -1.87906], [-0.91870, -1.57391, -0.13464], [-1.47156, 0.64322, -0.62470]]}

Record 5
{"formula": "C2CrF5NO4S2", "method": "ωB97M-V/def2-TZVPD", "e_above_lowest_kj_mol": 370.3, "homo_energy_ev": [-7.5, -7.5], "largest_force_ev_per_a": 4.10, "mol_weight_g_mol": 313.145, "s2": 6.0152, "lumo_energy_ev": [-2.555, -2.485], "multiplicity": 5, "orbital_gap_ev": [4.94, 5.01], "elements": ["Cr", "N", "S", "O", "O", "C", "F", "F", "S", "O", "O", "C", "F", "F", "F"], "coordinates": [[2.19952, 0.11203, 1.72251], [-0.22518, -0.23835, -0.48247], [-0.09799, -1.63031, 0.47007], [0.04877, -2.75663, -0.44670], [1.07046, -1.42210, 1.41764], [-1.55727, -1.93423, 1.60572], [-1.77122, -0.70191, 2.18661], [-2.61821, -2.06342, 0.73388], [0.80455, 0.92055, -0.18994], [0.70081, 1.47185, 1.20799], [2.25813, 0.55798, -0.34107], [-0.11393, 1.73333, -1.73497], [-1.35983, 1.94219, -1.34674], [0.25675, 2.96627, -2.06748], [0.40466, 1.04274, -2.73505]]}

Record 6
{"formula": "C4H7N3", "method": "ωB97M-V/def2-TZVPD", "e_above_lowest_kj_mol": 272.1, "homo_energy_ev": -7.8, "largest_force_ev_per_a": 0.35, "mol_weight_g_mol": 97.121, "lumo_energy_ev": 1.090, "smiles": "NC1=C[C@]2(N)N[C@H]12", "orbital_gap_ev": 8.86, "elements": ["N", "C", "C", "C", "N", "N", "C", "H", "H", "H", "H", "H", "H", "H"], "coordinates": [[2.45625, -0.44782, 0.32696], [1.09527, -0.31275, 0.19040], [0.05459, -1.13561, -0.04918], [-0.90713, 0.04670, -0.09774], [-2.25273, 0.15023, 0.35153], [-0.44611, 0.98225, -1.14508], [0.23138, 0.93743, 0.18732], [3.00848, 0.34816, 0.04078], [2.83339, -1.32392, -0.00857], [-0.02674, -2.16616, -0.37649], [-2.86136, -0.26085, -0.35269], [-2.37168, -0.40691, 1.19333], [-1.09117, 1.77915, -1.09036], [0.27755, 1.81008, 0.82979]]}

Record 7
{"formula": "C8H16NO", "method": "ωB97M-V/def2-TZVPD", "e_above_lowest_kj_mol": 12.4, "homo_energy_ev": [-10.5, -14.7], "largest_force_ev_per_a": 8.93, "mol_weight_g_mol": 142.222, "total_charge": 1, "s2": 2.0161, "lumo_energy_ev": [-2.763, -7.572], "multiplicity": 3, "orbital_gap_ev": [7.77, 7.15], "elements": ["C", "C", "C", "C", "C", "C", "C", "C", "N", "O", "H", "H", "H", "H", "H", "H", "H", "H", "H", "H", "H", "H", "H", "H", "H", "H"], "coordinates": [[1.35586, -1.41573, -0.51326], [2.42148, 1.84637, 0.55595], [1.27439, -0.26305, 0.13081], [-2.03734, 0.42550, -1.25150], [-3.42032, -0.57277, 0.53781], [3.69233, 0.00973, -0.16400], [-1.01980, -0.30252, 0.91935], [-2.24231, 0.26593, 0.20503], [2.46985, 0.61098, 0.21385], [0.20537, 0.28212, 0.69349], [0.44129, -2.09918, -0.68080], [2.10917, -1.68223, -1.17659], [3.43726, 2.25598, 0.72462], [1.55175, 2.39842, 0.75308], [-2.59392, -0.40886, -1.70106], [-1.10744, 0.56017, -1.83878], [-2.75254, 1.18216, -1.60189], [-3.37578, -1.61520, 0.20324], [-4.28482, -0.38587, -0.06069], [-3.70754, -0.46861, 1.54428], [3.78062, -0.97827, 0.22691], [4.60342, 0.72885, 0.06512], [3.64854, 0.05061, -1.30826], [-1.23480, -0.22719, 1.95128], [-0.81554, -1.39562, 0.87757], [-2.39918, 1.19826, 0.69446]]}

Record 8
{"formula": "C6H12N2", "method": "ωB97M-V/def2-TZVPD", "e_above_lowest_kj_mol": 170.3, "homo_energy_ev": -8.5, "largest_force_ev_per_a": 5.52, "mol_weight_g_mol": 112.176, "lumo_energy_ev": 0.930, "smiles": "Cc1c[nH]cn1.CC", "orbital_gap_ev": 9.43, "elements": ["C", "C", "C", "N", "C", "N", "H", "H", "H", "H", "H", "H", "C", "C", "H", "H", "H", "H", "H", "H"], "coordinates": [[-0.70480, 0.57031, 1.38270], [0.13844, -0.72746, 0.97644], [1.05824, -1.26980, 1.90343], [1.55489, -2.27344, 1.11967], [1.13478, -2.27278, -0.13910], [0.18010, -1.30242, -0.22938], [-0.10552, 1.45579, 1.38515], [-1.26708, 0.37058, 2.26506], [-1.35586, 0.89320, 0.64040], [1.33394, -0.97664, 2.91358], [2.06053, -3.03217, 1.49324], [1.38206, -2.84567, -0.94706], [-1.10387, 3.46595, -2.62515], [-1.56177, 2.26898, -1.73259], [-0.23334, 3.84981, -2.02789], [-0.87260, 3.11387, -3.60032], [-2.06889, 4.02570, -2.39316], [-0.61608, 1.65131, -1.48644], [-2.18463, 1.64209, -2.25680], [-1.98352, 2.67205, -0.81222]]}